A structure of composition C25H20BrHfN2O5S, computed with ωB97M-V with the def2-TZVPD basis set.

Results
DFT total energy ... -4470.55441 hartree
Kohn-Sham gap ... 7.53 eV
F_max ... 3.37 eV/A
Net charge ... +1
2S+1 ... 1
Energy relative to the best compared isomer or geometry (same formula, charge and spin) ... 148.03 kJ/mol

Element x y z (Å)
1 H 3.707 -0.940 2.578
2 H -0.976 -2.486 2.111
3 H -4.732 0.079 -1.399
4 S -0.436 -2.360 -1.264
5 C -1.980 -0.048 -0.636
6 C 1.770 0.685 -2.667
7 H 4.959 2.383 -4.021
8 H 2.938 1.706 5.513
9 H 0.874 0.165 -2.326
10 C 0.045 -2.136 2.156
11 C -4.143 -2.969 -2.756
12 N 1.853 1.028 2.651
13 C 2.405 -2.609 2.209
14 C 4.065 1.371 -2.361
15 H 4.945 1.404 -1.733
16 C -2.811 -3.126 -2.405
17 O -1.659 -0.280 0.579
18 C 2.928 2.919 2.974
19 C -4.207 -0.823 -1.686
20 N 2.783 1.661 3.423
21 H 3.223 -3.310 2.112
22 C -2.148 -2.134 -1.689
23 C 1.476 1.881 1.644
24 O -1.150 0.665 -1.295
25 H -2.263 -4.017 -2.683
26 C 1.101 -3.027 1.991
27 H -0.497 -0.132 2.754
28 H -5.885 -1.718 -2.667
29 Hf 0.232 -0.265 -0.128
30 H 0.901 -4.056 1.727
31 C -2.877 -0.978 -1.344
32 C 4.063 1.919 -3.632
33 O 0.669 1.517 0.705
34 O 2.027 -0.789 -0.293
35 H 4.367 1.084 4.665
36 C 3.279 1.107 4.668
37 H -4.633 -3.746 -3.327
38 O 3.621 0.622 0.380
39 H 3.423 4.157 4.637
40 C 0.308 -0.803 2.487
41 C 2.919 0.749 -1.880
42 H 4.815 3.454 3.811
43 H 2.022 3.978 1.259
44 C 2.685 -1.280 2.490
45 H 3.924 4.785 3.062
46 C 2.907 0.190 -0.498
47 C 2.916 1.882 -4.413
48 C 1.774 1.272 -3.919
49 C -4.845 -1.827 -2.394
50 H 2.905 2.325 -5.399
51 Br 0.195 1.224 -4.958
52 C 3.824 3.883 3.659
53 C 1.638 -0.376 2.590
54 H 2.907 0.095 4.788
55 C 2.124 3.096 1.865

The computed Mulliken charges, all in e, follow: number 1, H, carries 0.507; number 2, H, carries 0.395; number 3, H, carries 0.476; number 4, S, carries -0.536; number 5, C, carries 0.651; number 6, C, carries 0.374; number 7, H, carries 0.417; number 8, H, carries 0.352; number 9, H, carries 0.456; number 10, C, carries 0.070; number 11, C, carries -0.615; number 12, N, carries 0.918; number 13, C, carries -0.738; number 14, C, carries -0.753; number 15, H, carries 0.494; number 16, C, carries -0.569; number 17, O, carries -0.535; number 18, C, carries 0.864; number 19, C, carries -0.585; number 20, N, carries -0.164; number 21, H, carries 0.420; number 22, C, carries 0.561; number 23, C, carries 0.686; number 24, O, carries -0.472; number 25, H, carries 0.467; number 26, C, carries -0.602; number 27, H, carries 0.397; number 28, H, carries 0.412; number 29, Hf, carries 1.043; number 30, H, carries 0.452; number 31, C, carries 0.418; number 32, C, carries -0.614; number 33, O, carries -0.662; number 34, O, carries -0.262; number 35, H, carries 0.354; number 36, C, carries -1.095; number 37, H, carries 0.405; number 38, O, carries -0.576; number 39, H, carries 0.326; number 40, C, carries -0.745; number 41, C, carries 0.947; number 42, H, carries 0.339; number 43, H, carries 0.465; number 44, C, carries 0.351; number 45, H, carries 0.380; number 46, C, carries 0.223; number 47, C, carries -0.392; number 48, C, carries -0.655; number 49, C, carries -0.569; number 50, H, carries 0.422; number 51, Br, carries -0.143; number 52, C, carries -1.492; number 53, C, carries -0.217; number 54, H, carries 0.472; number 55, C, carries -1.522



A structure of composition C13H23BrClNO2Sb, computed with ωB97M-V with the def2-TZVPD basis set.

Results
DFT total energy ... -3988.68093 hartree
Kohn-Sham gap ... 6.30 eV
F_max ... 1.46 eV/A
Net charge ... -1
2S+1 ... 1

Element x y z (Å)
1 H 3.191 1.035 1.843
2 Sb 1.713 0.079 1.966
3 C -1.056 0.178 -1.226
4 H -3.811 -4.496 -0.854
5 H 1.101 1.241 3.137
6 C -2.775 -1.486 -2.075
7 C 2.603 -1.452 0.666
8 C 2.339 -1.323 -0.840
9 C -2.289 -3.252 -0.031
10 H -0.165 0.097 -1.859
11 Br 2.470 -4.178 -1.337
12 C 3.107 -2.371 -1.682
13 H 2.918 -2.123 -2.735
14 H 2.707 -0.349 -1.191
15 H -2.991 -0.810 -2.902
16 H 1.276 -1.506 -1.041
17 H 3.692 -1.442 0.842
18 H 0.291 -0.918 2.294
19 H 2.277 -2.453 0.989
20 H -0.825 -1.842 0.613
21 H -4.240 -2.929 -2.715
22 H -1.586 6.489 1.131
23 N -0.350 4.828 0.855
24 C -1.806 -1.149 -1.140
25 C -0.783 0.820 0.164
26 Cl 2.804 -1.089 3.905
27 H -1.392 1.729 0.204
28 H -1.751 0.838 -1.769
29 H -2.053 -3.884 0.824
30 O 0.760 4.787 0.370
31 H 1.251 1.315 -0.574
32 H 0.121 6.733 1.608
33 C 0.710 1.233 0.377
34 C -0.721 6.050 1.619
35 H 4.191 -2.272 -1.560
36 C -1.588 -2.072 -0.131
37 O -1.195 3.961 0.776
38 H -0.958 5.740 2.633
39 H -1.101 0.212 1.018
40 C -3.264 -3.563 -0.959
41 H 0.657 2.257 0.767
42 C -3.479 -2.661 -1.981

The computed Mulliken charges, all in e, follow: number 1, H, carries -0.105; number 2, Sb, carries 0.636; number 3, C, carries -1.038; number 4, H, carries 0.358; number 5, H, carries -0.158; number 6, C, carries -0.429; number 7, C, carries -1.272; number 8, C, carries 0.139; number 9, C, carries -0.837; number 10, H, carries 0.414; number 11, Br, carries -0.231; number 12, C, carries -0.875; number 13, H, carries 0.437; number 14, H, carries 0.292; number 15, H, carries 0.343; number 16, H, carries -0.184; number 17, H, carries 0.436; number 18, H, carries -0.102; number 19, H, carries 0.381; number 20, H, carries 0.071; number 21, H, carries 0.316; number 22, H, carries 0.290; number 23, N, carries 0.800; number 24, C, carries 0.361; number 25, C, carries -0.279; number 26, Cl, carries -0.585; number 27, H, carries 0.161; number 28, H, carries 0.428; number 29, H, carries 0.398; number 30, O, carries -0.506; number 31, H, carries 0.294; number 32, H, carries 0.292; number 33, C, carries -0.821; number 34, C, carries -0.771; number 35, H, carries 0.473; number 36, C, carries 0.439; number 37, O, carries -0.472; number 38, H, carries 0.305; number 39, H, carries 0.545; number 40, C, carries -0.399; number 41, H, carries -0.005; number 42, C, carries -0.538



A cluster of 5 separate species, C2H13NO4 in total, computed with ωB97M-V with the def2-TZVPD basis set.

Results
DFT total energy ... -439.62822 hartree
Kohn-Sham gap (spin up / spin down) ... 2.29 / 8.71 eV
F_max ... 1.18 eV/A
Net charge ... -1
2S+1 ... 2
Energy relative to the best compared isomer or geometry (same formula, charge and spin) ... 92.57 kJ/mol

Element x y z (Å)
1 H 2.785 1.670 0.269
2 H 1.464 -1.628 -1.324
3 H -1.883 -0.015 4.017
4 H -0.341 2.706 0.159
5 N 0.154 -0.640 0.749
6 H -0.413 1.361 -3.396
7 O -1.005 -0.067 3.596
8 H 2.338 0.529 -0.739
9 H -1.881 1.049 -3.333
10 H 0.724 -0.970 1.531
11 H -0.769 -0.954 3.911
12 H 0.694 -3.317 -1.301
13 O -1.279 1.809 -3.384
14 H -1.236 2.018 -0.856
15 H -0.731 -0.343 1.151
16 C 0.692 -2.297 -0.953
17 O -1.196 2.264 0.091
18 H -1.084 -2.298 0.092
19 C -0.111 -1.815 -0.002
20 O 3.079 0.940 -0.278

The computed Mulliken charges, all in e, follow: number 1, H, carries 0.448; number 2, H, carries 0.216; number 3, H, carries 0.397; number 4, H, carries 0.345; number 5, N, carries -0.446; number 6, H, carries 0.501; number 7, O, carries -0.896; number 8, H, carries 0.321; number 9, H, carries 0.510; number 10, H, carries 0.314; number 11, H, carries 0.383; number 12, H, carries 0.337; number 13, O, carries -1.318; number 14, H, carries 0.328; number 15, H, carries 0.287; number 16, C, carries -0.859; number 17, O, carries -0.816; number 18, H, carries 0.376; number 19, C, carries -0.571; number 20, O, carries -0.857



A cluster of 4 separate species, C19H22N3O4PS in total, computed with ωB97M-V with the def2-TZVPD basis set.

Results
DFT total energy ... -1942.05185 hartree
Kohn-Sham gap ... 9.42 eV
F_max ... 0.50 eV/A
SMILES ... O=C1OCC[C@@H]1P(O)(O)=S.c1ccncc1.c1ccncc1.c1ccncc1
2S+1 ... 1
Energy relative to the best compared isomer or geometry (same formula, charge and spin) ... 0.00 kJ/mol

Element x y z (Å)
1 C 6.071 0.933 2.755
2 O -2.630 -3.289 1.423
3 H 2.334 1.150 -2.239
4 C -8.171 -0.466 1.900
5 C -8.531 0.454 0.929
6 C -1.242 -1.790 0.327
7 C 4.972 1.728 -4.268
8 H -4.446 -2.464 0.792
9 C 6.064 2.303 2.547
10 H 6.852 2.934 2.935
11 C -6.217 0.963 0.681
12 H -2.935 -0.661 -0.573
13 C -2.659 -1.657 -0.244
14 H 3.833 -0.695 -1.581
15 C 3.297 1.039 -2.721
16 H -5.412 1.519 0.214
17 H -6.509 -1.323 2.962
18 H -8.914 -1.060 2.414
19 H 3.093 2.743 -4.016
20 H 6.870 0.463 3.315
21 C -6.826 -0.614 2.205
22 H 0.482 -1.853 -2.750
23 C 4.038 0.826 1.517
24 C -1.370 -3.201 0.904
25 S 1.911 -1.930 -0.060
26 C -7.533 1.186 0.305
27 O 0.030 0.225 -0.851
28 H 3.220 0.263 1.084
29 H 6.725 0.483 -4.246
30 H -2.764 -2.386 -1.049
31 O -0.261 -1.881 -2.135
32 O -0.615 -4.119 0.892
33 N -5.856 0.081 1.613
34 C 3.722 1.920 -3.702
35 N 5.347 -0.193 -2.884
36 H -7.765 1.917 -0.457
37 H 5.349 2.391 -5.035
38 H -9.570 0.599 0.663
39 C 4.142 0.003 -2.349
40 H -0.113 0.674 -0.013
41 N 4.018 2.143 1.311
42 C 5.036 0.177 2.230
43 C 5.019 2.856 1.822
44 C -3.418 -2.165 0.975
45 C 5.741 0.661 -3.825
46 H -1.168 -1.135 1.209
47 H -3.414 -1.403 1.758
48 H 4.982 3.925 1.642
49 P 0.190 -1.380 -0.686
50 H 4.997 -0.895 2.362

The computed Mulliken charges, all in e, follow: number 1, C, carries -0.308; number 2, O, carries -0.359; number 3, H, carries 0.372; number 4, C, carries -0.538; number 5, C, carries -0.136; number 6, C, carries 0.097; number 7, C, carries -0.230; number 8, H, carries 0.301; number 9, C, carries -0.336; number 10, H, carries 0.360; number 11, C, carries -0.186; number 12, H, carries 0.359; number 13, C, carries -0.733; number 14, H, carries 0.408; number 15, C, carries -0.042; number 16, H, carries 0.358; number 17, H, carries 0.367; number 18, H, carries 0.355; number 19, H, carries 0.384; number 20, H, carries 0.365; number 21, C, carries -0.078; number 22, H, carries 0.360; number 23, C, carries 0.083; number 24, C, carries 0.281; number 25, S, carries -0.334; number 26, C, carries -0.469; number 27, O, carries -0.511; number 28, H, carries 0.253; number 29, H, carries 0.356; number 30, H, carries 0.357; number 31, O, carries -0.582; number 32, O, carries -0.520; number 33, N, carries -0.376; number 34, C, carries -0.560; number 35, N, carries -0.524; number 36, H, carries 0.352; number 37, H, carries 0.362; number 38, H, carries 0.368; number 39, C, carries -0.196; number 40, H, carries 0.321; number 41, N, carries -0.484; number 42, C, carries -0.425; number 43, C, carries -0.238; number 44, C, carries -0.253; number 45, C, carries -0.336; number 46, H, carries 0.090; number 47, H, carries 0.216; number 48, H, carries 0.357; number 49, P, carries 0.903; number 50, H, carries 0.367